68
Properties=species:S:1:pos:R:3:mulliken_charge:R:1 method="wB97M-V/def2-TZVPD" largest_force_ev_per_a=2.75 homo_lumo_gap_ev=4.4 homo_energy_ev=-1.090 de_lowest_kj_mol=268.94 multiplicity=1 charge=-2 e_lumo_ev=3.3
Cs 0.790 -1.244 1.974 1.1698
N 2.598 0.468 -1.346 -0.4519
C 3.234 -0.862 -1.480 -0.4461
C 2.428 -1.811 -2.342 -0.5978
N 1.261 -2.284 -1.614 0.2094
C 0.487 -3.326 -2.267 -0.4819
C -0.597 -3.826 -1.340 -0.8050
N -1.621 -2.800 -1.082 -0.1298
H 3.200 1.043 -0.770 0.2772
H 1.755 0.399 -0.785 0.0448
H 3.396 -1.335 -0.506 0.2142
H 4.210 -0.722 -1.946 0.4358
H 3.055 -2.677 -2.562 0.4756
H 2.170 -1.341 -3.302 0.1434
H 0.646 -1.509 -1.404 -0.4481
H 1.166 -4.149 -2.513 0.4378
H 0.026 -2.990 -3.209 0.1776
H -0.129 -4.105 -0.393 0.2318
H -1.040 -4.733 -1.755 0.4327
H -1.675 -2.597 -0.085 0.1401
H -2.531 -3.125 -1.369 0.2156
Br 5.696 3.260 4.923 -0.2377
C 4.939 1.860 3.884 0.1529
C 5.706 0.790 3.468 0.1130
Br 7.547 0.670 3.921 -0.2421
C 5.093 -0.239 2.702 -0.2484
Br 6.096 -1.720 2.053 -0.2287
C 3.722 -0.256 2.338 0.6179
O 3.175 -1.194 1.648 -1.0070
C 2.900 0.906 2.770 0.2018
O 1.659 0.962 2.439 -0.8398
C 3.564 1.905 3.526 -0.1715
Br 2.459 3.379 4.003 -0.2188
C -0.214 2.338 -4.603 -0.6526
C -0.977 1.025 -4.406 -1.0080
S -0.795 0.282 -2.771 0.3085
C -2.464 0.294 -2.113 -0.5032
C -3.052 1.654 -1.780 -0.6865
S -2.170 2.492 -0.440 -0.1543
C -1.576 4.019 -1.189 -0.8432
C -0.415 3.854 -2.181 -0.0192
S -0.982 3.822 -3.911 -0.2033
H -0.149 2.552 -5.673 0.3973
H 0.811 2.251 -4.237 0.3219
H -0.612 0.289 -5.128 0.4745
H -2.040 1.178 -4.609 0.3657
H -2.377 -0.317 -1.217 -0.1135
H -3.135 -0.255 -2.780 0.4740
H -4.090 1.514 -1.464 0.5102
H -3.060 2.322 -2.640 0.3414
H -1.232 4.603 -0.335 0.3461
H -2.414 4.562 -1.627 0.3707
H 0.101 2.919 -1.983 -0.2254
H 0.299 4.668 -2.066 0.4658
O -3.834 -2.404 5.478 -0.5765
C -4.277 -1.249 5.043 0.4487
O -5.192 -0.653 5.585 -0.6777
C -3.611 -0.653 3.841 0.2072
C -3.908 0.613 3.419 -0.7239
N -3.157 0.842 2.327 0.3836
N -2.373 -0.199 1.988 -0.2099
C -2.638 -1.127 2.903 0.2084
C -1.906 -2.454 2.816 0.5005
O -2.008 -3.209 3.836 -0.9772
O -1.235 -2.669 1.800 -0.6763
H -3.035 -2.739 4.907 0.4778
H -4.587 1.344 3.835 0.5144
H -3.080 1.693 1.792 -0.0027